Record 1
DFT (ωB97M-V/def2-TZVPD) results for a structure of composition C44H45N2O3Si2TeTl in a non-equilibrium geometry.

Each line ends with the Löwdin charge.
CARTESIAN COORDINATES (ANGSTROEM)
Tl (-0.015, 0.047, 0.812)  0.81
C (-3.405, -3.474, -4.486)  -0.07
C (-3.063, -2.522, -3.374)  -0.31
C (-3.915, -2.313, -2.303)  -0.03
C (-3.614, -1.435, -1.259)  -0.09
C (-4.594, -1.471, -0.161)  -0.31
O (-5.237, -2.513, 0.025)  0.02
C (-4.898, -0.306, 0.698)  -0.13
C (-5.676, -0.558, 1.835)  -0.05
C (-6.070, 0.462, 2.672)  -0.13
C (-5.679, 1.765, 2.403)  -0.11
C (-4.928, 2.032, 1.269)  -0.08
C (-4.559, 1.016, 0.409)  -0.02
C (-2.371, -0.718, -1.242)  -0.32
O (-2.106, 0.089, -0.283)  -0.21
C (-1.487, -0.944, -2.364)  -0.10
C (-1.868, -1.836, -3.385)  -0.03
C (-0.238, -0.256, -2.551)  -0.26
N (0.421, 0.366, -1.610)  -0.05
C (1.589, 1.137, -1.954)  -0.36
C (2.846, 0.318, -1.761)  -0.47
Te (4.641, 1.314, -2.495)  1.21
C (4.130, 3.340, -2.014)  -0.56
C (4.826, 4.021, -1.023)  -0.18
C (4.528, 5.338, -0.733)  -0.10
C (3.530, 5.996, -1.433)  -0.10
C (2.844, 5.329, -2.436)  -0.09
C (3.151, 4.015, -2.731)  -0.15
C (0.301, -0.236, -3.950)  -0.21
C (-0.155, 0.710, -4.863)  -0.03
C (0.394, 0.785, -6.132)  -0.09
C (1.405, -0.084, -6.507)  -0.11
C (1.855, -1.040, -5.612)  -0.08
C (1.304, -1.119, -4.345)  -0.05
H (-4.364, -3.952, -4.302)  0.06
H (-2.643, -4.248, -4.577)  0.07
H (-3.455, -2.945, -5.440)  0.07
H (-4.856, -2.842, -2.249)  0.10
H (-5.967, -1.579, 2.032)  0.11
H (-6.685, 0.250, 3.539)  0.09
H (-5.966, 2.570, 3.067)  0.09
H (-4.634, 3.050, 1.046)  0.10
H (-4.002, 1.246, -0.483)  0.11
H (-1.182, -2.011, -4.203)  0.11
H (1.622, 2.001, -1.283)  0.10
H (1.539, 1.502, -2.989)  0.09
H (2.799, -0.593, -2.346)  0.02
H (2.965, 0.048, -0.715)  0.01
H (5.604, 3.513, -0.469)  0.09
H (5.074, 5.851, 0.046)  0.10
H (3.290, 7.023, -1.202)  0.10
H (2.069, 5.837, -2.994)  0.10
H (2.623, 3.506, -3.526)  0.09
H (-0.938, 1.395, -4.567)  0.12
H (0.039, 1.529, -6.831)  0.09
H (1.845, -0.018, -7.492)  0.09
H (2.641, -1.724, -5.902)  0.10
H (1.637, -1.882, -3.655)  0.11
C (2.129, 1.285, 3.947)  -0.23
Si (2.158, 0.885, 2.066)  0.57
C (3.483, 2.116, 1.379)  -0.22
C (2.986, -0.871, 2.040)  -0.31
C (4.337, -0.881, 2.393)  -0.12
C (5.078, -2.043, 2.490)  -0.10
C (4.461, -3.258, 2.247)  -0.10
C (3.129, -3.271, 1.889)  -0.12
C (2.368, -2.108, 1.763)  -0.30
Si (0.550, -2.398, 1.129)  0.54
C (-0.306, -3.476, 2.480)  -0.21
C (0.756, -3.571, -0.396)  -0.20
H (3.141, 1.351, 4.335)  0.02
H (1.614, 0.502, 4.491)  0.01
H (1.635, 2.228, 4.155)  0.01
H (4.214, 2.347, 2.147)  0.02
H (3.036, 3.057, 1.069)  0.02
H (4.018, 1.713, 0.526)  -0.02
H (4.830, 0.059, 2.597)  0.09
H (6.126, -2.004, 2.760)  0.10
H (5.014, -4.186, 2.332)  0.10
H (2.651, -4.221, 1.702)  0.09
H (0.214, -4.419, 2.632)  0.01
H (-1.326, -3.705, 2.184)  0.02
H (-0.348, -2.956, 3.432)  0.01
H (1.162, -4.538, -0.112)  0.01
H (1.416, -3.141, -1.146)  0.01
H (-0.206, -3.743, -0.871)  0.02
O (-0.795, 0.091, 3.146)  -0.26
N (-1.705, 0.245, 4.064)  -0.17
C (-1.416, 0.975, 5.184)  0.00
C (-2.318, 1.118, 6.198)  -0.06
C (-3.581, 0.530, 6.106)  -0.05
C (-3.856, -0.221, 4.957)  -0.05
C (-2.925, -0.350, 3.965)  0.02
H (-0.423, 1.394, 5.210)  0.12
H (-2.039, 1.683, 7.076)  0.11
H (-4.306, 0.631, 6.896)  0.10
H (-4.804, -0.722, 4.854)  0.10
H (-3.096, -0.911, 3.060)  0.14

Calculated values
Net charge = -1
Frontier orbital gap (alpha / beta) = 0.1096 / 0.2190 Ha
HOMO (alpha / beta) = -1.12 / -4.07 eV
Spin multiplicity = 2

Record 2
DFT (ωB97M-V/def2-TZVPD) results for a structure of composition C28H31BBeF4N5O in a non-equilibrium geometry.

Each line ends with the Löwdin charge.
CARTESIAN COORDINATES (ANGSTROEM)
Be (-10.096, 2.500, -17.824)  0.94
B (-12.525, 1.344, -19.209)  -1.29
F (-12.535, 2.203, -18.040)  0.06
F (-11.175, 1.336, -19.627)  0.09
F (-12.930, 0.077, -18.914)  0.17
F (-13.347, 1.850, -20.215)  0.14
N (-8.317, 2.900, -20.017)  0.04
C (-8.562, 2.427, -21.242)  -0.14
C (-7.561, 2.218, -22.183)  -0.05
C (-6.263, 2.332, -21.764)  -0.06
C (-5.931, 2.807, -20.486)  -0.04
C (-7.021, 3.220, -19.745)  -0.15
H (-9.607, 2.323, -21.501)  0.10
H (-7.915, 1.873, -23.143)  0.11
H (-5.496, 2.143, -22.506)  0.11
H (-4.916, 2.913, -20.138)  0.11
H (-6.819, 3.662, -18.776)  0.10
N (-11.475, 3.712, -15.898)  0.02
C (-10.830, 4.021, -14.777)  -0.15
C (-11.447, 4.697, -13.719)  -0.05
C (-12.721, 5.207, -13.918)  -0.06
C (-13.414, 4.894, -15.089)  -0.02
C (-12.717, 4.175, -16.074)  -0.12
H (-9.826, 3.646, -14.618)  0.10
H (-10.896, 4.954, -12.826)  0.11
H (-13.089, 5.782, -13.078)  0.11
H (-14.453, 5.169, -15.185)  0.11
H (-13.187, 4.080, -17.043)  0.11
N (-10.478, 0.828, -15.987)  0.04
C (-9.653, 0.492, -14.951)  -0.15
C (-9.900, -0.462, -13.983)  -0.04
C (-11.136, -1.125, -14.025)  -0.05
C (-11.995, -0.828, -15.047)  -0.03
C (-11.647, 0.166, -15.994)  -0.09
H (-8.650, 0.900, -14.986)  0.10
H (-9.195, -0.751, -13.218)  0.11
H (-11.472, -1.769, -13.223)  0.12
H (-12.916, -1.367, -15.213)  0.12
H (-12.202, 0.286, -16.914)  0.09
N (-8.932, 0.078, -18.314)  0.04
C (-9.552, -1.003, -18.813)  -0.12
C (-9.066, -2.298, -18.744)  -0.04
C (-7.837, -2.528, -18.123)  -0.05
C (-7.178, -1.445, -17.551)  -0.05
C (-7.748, -0.187, -17.723)  -0.16
H (-10.526, -0.833, -19.253)  0.10
H (-9.614, -3.148, -19.121)  0.11
H (-7.489, -3.533, -17.928)  0.11
H (-6.230, -1.470, -17.035)  0.11
H (-7.326, 0.721, -17.309)  0.10
N (-10.513, 4.672, -18.813)  0.03
C (-11.201, 4.548, -19.948)  -0.12
C (-11.805, 5.649, -20.540)  -0.02
C (-11.629, 6.896, -19.972)  -0.05
C (-10.894, 7.053, -18.819)  -0.04
C (-10.365, 5.892, -18.264)  -0.12
H (-11.276, 3.521, -20.279)  0.09
H (-12.397, 5.548, -21.438)  0.12
H (-12.016, 7.760, -20.496)  0.12
H (-10.626, 8.024, -18.432)  0.12
H (-9.830, 6.032, -17.334)  0.11
C (-14.977, -0.577, -23.034)  -0.02
C (-16.140, -0.621, -22.086)  -0.49
O (-17.248, -0.785, -22.549)  0.06
C (-15.971, -0.156, -20.643)  -0.02
H (-15.310, -0.193, -23.993)  0.09
H (-14.625, -1.608, -23.130)  0.09
H (-14.130, -0.020, -22.632)  0.07
H (-15.273, -0.771, -20.070)  0.07
H (-16.934, -0.211, -20.137)  0.08
H (-15.581, 0.857, -20.553)  0.07

Calculated values
Net charge = +1
Frontier orbital gap = 0.2309 Ha
HOMO = -10.55 eV
Spin multiplicity = 1

Record 3
DFT (ωB97M-V/def2-TZVPD) results for a structure of composition C37H52AsCsN3PS.

Each line ends with the Löwdin charge.
CARTESIAN COORDINATES (ANGSTROEM)
Cs (1.048, 0.445, 0.012)  0.82
C (2.114, 3.692, 1.533)  -0.10
C (3.280, 2.945, 1.436)  -0.12
C (3.823, 2.670, 0.187)  -0.13
C (3.202, 3.139, -0.964)  -0.13
C (2.041, 3.896, -0.865)  -0.11
C (1.500, 4.172, 0.385)  -0.11
H (1.687, 3.903, 2.505)  0.11
H (3.758, 2.568, 2.331)  0.11
H (4.730, 2.084, 0.109)  0.11
H (3.624, 2.912, -1.935)  0.11
H (1.559, 4.269, -1.760)  0.11
H (0.601, 4.768, 0.467)  0.09
N (2.796, -2.303, -0.076)  0.06
C (2.422, -3.247, -1.063)  -0.29
C (3.319, -3.540, -2.087)  -0.07
C (3.028, -4.504, -3.039)  -0.12
C (1.826, -5.195, -2.977)  -0.11
C (0.922, -4.880, -1.971)  -0.05
C (1.182, -3.899, -1.019)  -0.16
C (0.152, -3.543, 0.007)  -0.27
C (-0.273, -4.531, 0.897)  -0.06
C (-1.245, -4.245, 1.849)  -0.11
C (-1.775, -2.963, 1.897)  -0.13
C (-1.321, -2.001, 0.996)  -0.23
C (-0.353, -2.226, 0.006)  -0.22
H (3.767, -2.428, 0.182)  0.08
H (2.224, -2.394, 0.757)  0.05
H (4.268, -3.013, -2.120)  0.11
H (3.746, -4.722, -3.821)  0.10
H (1.590, -5.957, -3.708)  0.10
H (-0.034, -5.390, -1.922)  0.12
H (0.161, -5.526, 0.854)  0.11
H (-1.578, -5.007, 2.542)  0.09
H (-2.540, -2.727, 2.633)  0.09
H (-1.754, -0.999, 1.078)  0.02
N (-1.018, 0.243, 3.618)  0.11
C (0.161, -0.419, 3.783)  -0.70
N (1.217, -0.194, 3.072)  0.03
C (2.264, -1.002, 3.500)  -0.33
C (3.541, -1.012, 2.947)  -0.05
C (4.488, -1.881, 3.460)  -0.09
C (4.178, -2.737, 4.518)  -0.09
C (2.912, -2.734, 5.081)  -0.09
C (1.966, -1.861, 4.563)  -0.47
S (0.312, -1.626, 5.047)  1.09
H (-1.134, 0.712, 2.726)  0.03
H (-1.845, -0.231, 3.942)  0.08
H (3.773, -0.352, 2.120)  0.10
H (5.484, -1.896, 3.037)  0.10
H (4.931, -3.412, 4.901)  0.10
H (2.666, -3.399, 5.897)  0.11
C (-5.278, 1.870, -0.027)  -0.11
C (-4.151, 1.647, 0.984)  -0.54
C (-4.234, 0.217, 1.522)  -0.13
P (-2.403, 2.073, 0.501)  1.06
C (-2.292, 3.915, 0.740)  -0.56
C (-1.793, 4.179, 2.164)  -0.14
C (-3.524, 4.775, 0.466)  -0.11
C (-2.195, 1.844, -1.330)  -0.58
C (-2.353, 0.367, -1.700)  -0.12
C (-2.957, 2.750, -2.295)  -0.10
H (-6.239, 1.687, 0.462)  0.08
H (-5.203, 1.163, -0.854)  0.07
H (-5.300, 2.875, -0.438)  0.05
H (-4.314, 2.320, 1.837)  0.10
H (-4.024, -0.520, 0.746)  0.07
H (-5.239, 0.021, 1.905)  0.08
H (-3.525, 0.040, 2.331)  0.04
H (-1.498, 4.211, 0.044)  0.08
H (-2.531, 3.847, 2.899)  0.08
H (-1.628, 5.247, 2.328)  0.08
H (-0.863, 3.647, 2.370)  0.05
H (-4.337, 4.523, 1.149)  0.08
H (-3.895, 4.678, -0.552)  0.05
H (-3.280, 5.827, 0.632)  0.08
H (-1.129, 2.098, -1.452)  0.05
H (-3.389, 0.044, -1.579)  0.07
H (-1.723, -0.308, -1.110)  0.01
H (-2.095, 0.217, -2.751)  0.07
H (-4.032, 2.584, -2.257)  0.06
H (-2.629, 2.537, -3.317)  0.08
H (-2.765, 3.806, -2.106)  0.06
C (2.572, -1.006, -4.955)  -0.33
As (1.414, -0.595, -3.431)  1.01
C (0.040, -1.927, -3.796)  -0.31
C (0.530, 0.967, -4.244)  -0.33
H (1.999, -1.029, -5.883)  0.03
H (3.025, -1.983, -4.789)  0.00
H (3.365, -0.263, -5.038)  0.01
H (-0.452, -1.739, -4.752)  0.03
H (-0.680, -1.938, -2.978)  0.00
H (0.524, -2.903, -3.820)  0.01
H (0.118, 0.724, -5.224)  0.03
H (1.254, 1.777, -4.352)  0.01
H (-0.278, 1.316, -3.599)  -0.02

Calculated values
Frontier orbital gap = 0.2277 Ha
HOMO = -6.13 eV
Spin multiplicity = 1

One value per record, in order, for relative energy (zero: lowest compared OMol25 entry of this formula, charge and spin): 71.1; 0.0; 5.6 kcal per mole.
One value per record, in order, for electronic energy: -3058.33060; -1873.60983; -4600.79521 Ha.